{
  "formula": "C3H7N5",
  "method": "wB97M-V/def2-TZVPD",
  "multiplicity": 1,
  "gap_ev": 7.3,
  "e_lumo_ev": 0.436,
  "total_charge": 0,
  "smiles": "[H]/N=C(/N)NC(N)=C=N",
  "elements": ["H", "N", "C", "N", "N", "C", "N", "C", "N", "H", "H", "H", "H", "H", "H"],
  "positions_angstrom": [[-0.4333, -1.5323, 1.7968], [-1.2452, -1.5177, 1.1891], [-1.1619, -0.5924, 0.3070], [-2.2156, -0.3924, -0.5753], [-0.3574, 0.7197, 0.6511], [0.8075, 0.6444, 0.0459], [1.7996, 1.5364, 0.0129], [0.7555, -0.5861, -0.7493], [1.8269, -1.1527, -1.1128], [-3.1260, -0.5489, -0.1677], [-2.1538, 0.4105, -1.1779], [-0.6274, 1.4034, 1.3473], [1.8386, 2.3521, 0.6029], [2.6355, 1.2264, -0.4690], [1.6570, -1.9704, -1.7011]],
  "forces_ev_per_angstrom": [[-0.122, 0.140, 0.079], [0.079, 0.204, -0.342], [0.097, 0.105, 0.850], [0.120, 0.208, -0.086], [0.318, -0.410, -0.513], [0.154, 0.471, 0.196], [-0.284, -0.321, 0.149], [-0.746, -0.392, -0.661], [0.509, 0.259, 0.153], [0.116, -0.080, -0.015], [0.023, -0.026, 0.048], [-0.039, -0.214, 0.039], [-0.024, -0.033, -0.177], [-0.057, -0.007, 0.156], [-0.143, 0.097, 0.124]]
}

***

{
  "formula": "C3H7N5",
  "method": "wB97M-V/def2-TZVPD",
  "s2": 2.0390,
  "multiplicity": 3,
  "gap_ev": [6.2, 9.0],
  "e_lumo_ev": [0.870, -1.506],
  "total_charge": 0,
  "elements": ["C", "C", "C", "N", "N", "N", "N", "N", "H", "H", "H", "H", "H", "H", "H"],
  "positions_angstrom": [[0.1394, -0.3771, -1.1779], [-2.2175, -0.1740, -0.1925], [2.2477, 0.4906, 1.4411], [1.3572, -0.1075, -0.7071], [-0.1026, 0.3371, 0.8538], [-0.2679, -0.6383, -2.5462], [-0.7594, -0.0290, -0.1665], [1.1377, 0.1601, 0.5875], [-2.5831, -0.7542, 0.6268], [-2.8001, 0.6916, -0.0975], [-2.2602, -0.5712, -1.1550], [1.9005, 1.3117, 2.0206], [3.1937, 0.7247, 0.8722], [2.2464, -0.3386, 2.1962], [-1.2318, -0.7259, -2.5558]],
  "forces_ev_per_angstrom": [[-1.624, 0.708, -3.454], [2.271, -0.208, 0.617], [-0.695, -0.963, 0.589], [-0.031, -1.228, -2.007], [-3.483, 2.690, 6.457], [4.557, 0.739, 3.941], [-2.124, -1.479, -3.159], [5.347, -0.791, -2.341], [0.111, -1.204, 0.267], [-0.181, 1.961, -0.266], [-1.593, -1.069, -1.199], [0.135, 1.224, 0.461], [-1.279, -0.648, 0.686], [1.082, 0.480, -0.596], [-2.496, -0.213, 0.004]]
}

***

{
  "formula": "C3H7N5O4S",
  "method": "wB97M-V/def2-TZVPD",
  "multiplicity": 1,
  "gap_ev": 7.5,
  "e_lumo_ev": -0.728,
  "total_charge": 0,
  "elements": ["C", "C", "C", "N", "N", "N", "N", "N", "O", "O", "O", "O", "S", "H", "H", "H", "H", "H", "H", "H"],
  "positions_angstrom": [[-1.9276, -0.9604, -0.1227], [1.1838, 1.0579, -1.0351], [1.6938, -0.4382, 1.4349], [-1.8689, -1.2617, -1.4320], [0.4729, 2.0661, -1.5636], [-1.2868, 0.2731, 0.1722], [0.4740, 0.0387, -0.5273], [-1.2621, 0.5704, 1.4451], [2.3316, -1.4337, 2.0137], [-2.5494, -1.5672, 0.7175], [1.5810, 0.6648, 1.8612], [1.1122, -0.8924, 0.2754], [2.8314, 0.9542, -1.1939], [-1.1759, -0.8125, -2.0058], [-2.2801, -2.1264, -1.7375], [-0.5304, 2.0732, -1.4853], [0.9577, 2.7540, -2.1135], [-0.8471, 1.4596, 1.6854], [-1.2031, -0.1777, 2.1343], [2.2929, -2.2415, 1.4772]],
  "forces_ev_per_angstrom": [[-0.268, -0.763, -0.232], [1.128, 0.270, -0.382], [-0.426, 0.591, -0.409], [0.024, -0.062, -0.203], [-0.603, 0.017, 0.147], [1.859, 1.943, -0.293], [-2.593, -1.346, 1.234], [-0.024, -0.457, 0.146], [0.294, -0.400, 0.264], [0.087, 0.027, 0.103], [0.122, 0.087, 0.291], [-0.006, -0.222, -0.435], [0.408, 0.189, 0.012], [0.018, -0.057, 0.006], [0.056, 0.008, 0.082], [-0.017, 0.084, -0.015], [-0.014, -0.099, 0.097], [-0.108, -0.113, -0.133], [0.079, 0.041, -0.235], [-0.016, 0.261, -0.044]]
}

***

{
  "formula": "C3H7NO",
  "method": "wB97M-V/def2-TZVPD",
  "multiplicity": 1,
  "gap_ev": 9.0,
  "e_lumo_ev": 0.811,
  "total_charge": 0,
  "smiles": "C=CN.C=O",
  "elements": ["C", "C", "N", "H", "H", "H", "H", "H", "C", "O", "H", "H"],
  "positions_angstrom": [[0.8545, 0.3349, -1.5122], [0.3714, 1.3123, -0.7495], [0.2785, 1.4549, 0.6189], [0.8515, 0.4456, -2.5842], [1.4315, -0.5324, -1.2407], [-0.1781, 2.0794, -1.2931], [0.1451, 0.6540, 1.2061], [-0.1291, 2.3284, 0.8978], [-0.3905, -1.9708, 0.5700], [-1.2126, -1.1766, 0.9423], [0.5416, -2.0089, 1.1526], [-0.5510, -2.6116, -0.2982]],
  "forces_ev_per_angstrom": [[0.672, -0.185, -0.383], [-0.913, -0.152, -0.308], [0.513, 0.322, -0.489], [-0.385, 0.245, -0.137], [0.019, -0.127, 0.751], [0.382, 0.264, 0.080], [-0.113, -0.014, 0.099], [-0.175, -0.306, 0.365], [-0.065, 0.766, 0.718], [-0.380, -0.068, -0.161], [0.364, -0.506, -0.342], [0.082, -0.241, -0.193]]
}

***

{
  "formula": "C3H7NO",
  "method": "wB97M-V/def2-TZVPD",
  "multiplicity": 1,
  "gap_ev": 10.2,
  "e_lumo_ev": 1.039,
  "total_charge": 0,
  "smiles": "CC=O.C=N",
  "elements": ["C", "C", "O", "H", "H", "H", "H", "C", "N", "H", "H", "H"],
  "positions_angstrom": [[1.7201, 0.1693, 0.2009], [0.7186, -0.2520, -0.8504], [0.3808, -1.4032, -1.0453], [2.6976, 0.2415, -0.2885], [1.7711, -0.5837, 0.9910], [1.4895, 1.1463, 0.6377], [0.4184, 0.5437, -1.5607], [-2.0276, -0.2874, 0.2086], [-1.0566, 0.4927, 0.4203], [-3.0025, -0.1906, 0.6916], [-1.8725, -1.1056, -0.5030], [-1.2367, 1.2290, 1.0977]],
  "forces_ev_per_angstrom": [[0.081, -0.112, 0.002], [0.245, -0.232, -0.176], [0.210, 0.373, 0.035], [-0.017, -0.041, 0.069], [0.016, 0.071, -0.127], [-0.018, -0.188, -0.222], [0.098, -0.085, 0.058], [0.122, 0.147, 0.054], [-0.476, -0.045, 0.121], [0.047, -0.039, -0.011], [-0.027, 0.130, 0.143], [-0.281, 0.019, 0.054]]
}

***

{
  "formula": "C3H7NO",
  "method": "wB97M-V/def2-TZVPD",
  "multiplicity": 1,
  "gap_ev": 10.3,
  "e_lumo_ev": 0.917,
  "total_charge": 0,
  "elements": ["C", "C", "C", "N", "O", "H", "H", "H", "H", "H", "H", "H"],
  "positions_angstrom": [[0.4607, 0.3717, -1.8895], [0.2024, -0.5940, 1.6434], [-0.4933, 0.5577, 0.7073], [-0.4788, -0.0657, -1.0870], [1.3327, 1.1300, -1.6163], [0.4069, 0.0261, -2.9873], [1.1785, -0.8301, 1.3011], [0.4169, -0.3543, 2.7443], [-0.3876, -1.4647, 1.6548], [-1.4767, 0.6688, 0.6664], [0.1035, 1.3144, 0.2823], [-1.2654, -0.7600, -1.4194]],
  "forces_ev_per_angstrom": [[-0.724, -1.136, -3.007], [-0.591, 2.941, 0.455], [4.997, -4.838, -2.781], [-3.529, -2.219, 3.182], [2.082, 1.780, 1.109], [-0.393, -0.091, 1.135], [0.739, -0.110, -0.876], [-0.843, 0.418, -1.499], [-0.846, -1.043, -0.178], [-4.124, 0.769, 0.793], [0.779, 1.510, 0.868], [2.453, 2.020, 0.799]]
}

***

{
  "formula": "C3H7NO",
  "method": "wB97M-V/def2-TZVPD",
  "multiplicity": 1,
  "gap_ev": 9.5,
  "e_lumo_ev": 0.741,
  "total_charge": 0,
  "smiles": "C=CN.C=O",
  "elements": ["C", "C", "N", "H", "H", "H", "H", "H", "C", "O", "H", "H"],
  "positions_angstrom": [[1.2379, -1.2244, -0.7344], [0.6961, -0.0447, -1.0873], [-0.4530, 0.2126, -1.8221], [0.5773, -2.0797, -0.6585], [2.2336, -1.1815, -0.3285], [1.2651, 0.8278, -0.7670], [-0.8543, -0.6044, -2.2773], [-1.2023, 0.6737, -1.3042], [-0.9027, 0.8163, 2.2438], [-2.0268, 0.4754, 2.4302], [-0.0486, 0.3005, 1.7689], [-0.5225, 1.8284, 2.5365]],
  "forces_ev_per_angstrom": [[-1.203, 1.087, -0.008], [1.191, -0.405, 0.705], [-1.081, -0.266, 0.031], [0.537, -0.449, -0.516], [0.021, -0.431, 0.272], [-0.152, 0.273, -0.517], [0.259, 0.053, 0.266], [0.419, 0.155, -0.217], [1.447, 1.672, 0.148], [-0.282, -0.637, -0.174], [-0.615, -1.020, -0.191], [-0.541, -0.032, 0.200]]
}

***

{
  "formula": "C3H7NO",
  "method": "wB97M-V/def2-TZVPD",
  "multiplicity": 1,
  "gap_ev": 10.8,
  "e_lumo_ev": 1.170,
  "total_charge": 0,
  "smiles": "C[C@@H]1ON1C",
  "elements": ["C", "C", "O", "N", "C", "H", "H", "H", "H", "H", "H", "H"],
  "positions_angstrom": [[-1.6078, 0.9195, 0.1303], [-0.1343, 0.4908, 0.0992], [0.5812, 0.7016, -1.0805], [0.2026, -0.6113, -0.7300], [1.3630, -1.2808, -0.1368], [-2.0592, 0.5107, 1.0048], [-2.0748, 0.7445, -0.8393], [-1.6460, 2.0279, 0.1816], [0.5021, 0.7624, 1.0794], [1.0457, -1.9474, 0.6009], [1.9648, -1.7787, -0.7961], [1.8627, -0.5392, 0.4865]],
  "forces_ev_per_angstrom": [[1.749, 1.566, -0.865], [-0.492, 1.374, 1.453], [0.449, 1.718, -0.677], [0.067, -1.855, 1.212], [-0.909, 2.226, 1.428], [-0.748, -0.424, 0.332], [-0.125, -0.748, 0.316], [0.139, -0.468, 0.431], [-1.497, -0.969, -2.119], [-1.037, -1.519, 0.920], [1.527, -0.940, -1.939], [0.877, 0.040, -0.492]]
}

***

{
  "formula": "C3H7NO",
  "method": "wB97M-V/def2-TZVPD",
  "multiplicity": 1,
  "gap_ev": [7.3, 6.8],
  "e_lumo_ev": [-0.983, -1.367],
  "total_charge": 0,
  "elements": ["C", "C", "C", "N", "O", "H", "H", "H", "H", "H", "H", "H"],
  "positions_angstrom": [[1.5400, -0.3897, 1.1489], [-0.6909, 0.3380, 1.3548], [-0.2240, 0.0476, -1.8716], [0.4666, -0.3013, 1.6969], [0.3420, 0.8272, -0.9667], [2.3215, -1.1083, 1.3880], [-1.3160, -0.5210, 1.3844], [-0.2956, 0.6913, 0.2187], [-0.9925, 1.0610, 2.0081], [-1.3078, -0.2020, -1.5280], [0.1697, -0.9620, -1.9780], [-0.0129, 0.5192, -2.8556]],
  "forces_ev_per_angstrom": [[-1.609, -1.676, 1.841], [-0.066, -2.156, -0.811], [-2.013, -1.573, -0.603], [3.988, 1.391, -1.533], [1.602, 1.649, 2.750], [0.491, 0.481, -0.392], [-1.886, -0.226, -0.714], [-0.130, 0.160, -1.056], [-0.740, 2.019, 1.785], [0.799, 0.697, -1.429], [0.656, -0.550, 0.075], [-1.092, -0.216, 0.087]]
}

***

{
  "formula": "C3H7NO",
  "method": "wB97M-V/def2-TZVPD",
  "multiplicity": 1,
  "gap_ev": 10.5,
  "e_lumo_ev": 0.664,
  "total_charge": 0,
  "elements": ["C", "N", "C", "C", "O", "H", "H", "H", "H", "H", "H", "H"],
  "positions_angstrom": [[-0.6038, -0.0789, 1.0494], [-1.4864, 0.6015, 0.4582], [1.3673, 0.1686, -1.0494], [2.1583, 0.1135, -0.1398], [-0.6192, -1.4142, 0.9203], [0.1026, -1.8237, 1.4096], [-1.5389, 0.1395, -2.2519], [-1.4277, 1.5971, 0.6403], [-1.7892, 0.1965, -1.4870], [0.8760, 0.1622, -1.9840], [0.0315, 0.2989, 1.8664], [2.9294, 0.0389, 0.5678]],
  "forces_ev_per_angstrom": [[-1.178, 0.602, 1.252], [0.308, -0.241, 0.028], [1.667, -0.162, 0.738], [-0.876, 0.062, -1.442], [0.074, -0.355, -0.243], [0.004, 0.177, -0.055], [-0.625, 0.074, 1.311], [0.161, -0.087, 0.237], [0.606, -0.153, -1.799], [-0.646, 0.091, -0.071], [0.233, -0.043, -0.572], [0.272, 0.036, 0.616]]
}

***

{
  "formula": "C3H7NO",
  "method": "wB97M-V/def2-TZVPD",
  "multiplicity": 1,
  "gap_ev": 8.1,
  "e_lumo_ev": 0.590,
  "total_charge": 0,
  "smiles": "C=C([O-])[NH2+]C",
  "elements": ["C", "C", "O", "N", "C", "H", "H", "H", "H", "H", "H", "H"],
  "positions_angstrom": [[-0.9466, 0.3684, 1.2747], [-0.2249, -0.7324, 0.9745], [0.4023, -1.6584, 1.4472], [-0.0152, -0.6739, -0.7025], [0.7619, 0.6052, -0.9097], [-1.4751, 0.9193, 0.5052], [-1.0008, 0.7090, 2.2937], [-0.9131, -0.7504, -1.1866], [0.5195, -1.5242, -0.9089], [0.2402, 1.4842, -0.5138], [1.6734, 0.5088, -0.3106], [0.9783, 0.7444, -1.9633]],
  "forces_ev_per_angstrom": [[-0.256, -0.149, 0.349], [-0.046, 0.058, 0.264], [-0.097, 0.210, -0.108], [0.156, 0.410, 0.038], [0.007, -0.492, -0.348], [0.169, -0.025, 0.219], [-0.265, -0.164, 0.155], [0.326, 0.409, 0.058], [0.025, 0.504, 0.073], [-0.117, -0.668, -0.257], [-0.126, -0.079, -0.305], [0.225, -0.014, -0.139]]
}

***

{
  "formula": "C3H7NO",
  "method": "wB97M-V/def2-TZVPD",
  "multiplicity": 1,
  "gap_ev": 9.8,
  "e_lumo_ev": 0.395,
  "total_charge": 0,
  "smiles": "C[C@@H](N)C=O",
  "elements": ["C", "C", "N", "C", "O", "H", "H", "H", "H", "H", "H", "H"],
  "positions_angstrom": [[0.4621, -1.1860, 0.4958], [-0.1353, -0.0123, -0.2743], [-1.5447, 0.1233, -0.0407], [0.6818, 1.2087, -0.2416], [1.6683, 1.0927, -0.9987], [-0.0344, -2.1116, 0.2110], [0.3283, -1.0374, 1.5716], [1.5234, -1.2914, 0.2798], [0.5277, -0.0816, -1.4049], [-1.7730, 0.1807, 0.9471], [-1.9580, 0.9140, -0.5172], [0.2536, 2.2009, -0.0280]],
  "forces_ev_per_angstrom": [[-0.135, 0.229, 0.290], [1.520, -1.073, -1.669], [-0.150, -0.106, -0.531], [1.749, 0.205, -3.063], [0.133, 2.302, 2.145], [-0.095, 0.054, -0.026], [0.037, -0.126, 0.059], [-0.007, 0.089, 0.052], [-3.677, -1.505, 1.983], [0.146, -0.083, -0.124], [0.008, -0.035, -0.014], [0.471, 0.050, 0.896]]
}

***

How do the records compare in energy relative to the best compared isomer or geometry (same formula, charge and spin)? In the order shown, they have 71.1, 0.0, 62.4, 56.4, 47.6, 70.5, 62.0, 87.9, 155.8, 107.4, 57.4, 72.4 kcal per mole.